{
  "formula": "C35H36F12N7O3P2Ta",
  "method": "the ωB97M-V functional and the def2-TZVPD basis",
  "charge": 2,
  "homo_lumo_gap_ev": 8.30,
  "elements": ["Ta", "C", "N", "C", "C", "N", "C", "P", "C", "N", "C", "C", "N", "C", "C", "N", "C", "C", "N", "C", "H", "H", "H", "H", "H", "H", "H", "H", "H", "H", "H", "H", "H", "H", "H", "C", "C", "C", "C", "C", "N", "C", "C", "C", "C", "C", "C", "C", "C", "O", "C", "F", "F", "F", "C", "F", "F", "F", "C", "C", "C", "O", "C", "F", "F", "F", "C", "F", "F", "F", "H", "H", "H", "H", "H", "H", "H", "H", "H", "H", "H", "H", "C", "P", "C", "C", "O", "H", "H", "H", "H", "H", "H", "H", "H", "H"],
  "xyz": [[-0.32, 0.06, 0.22], [-2.83, 2.61, 4.70], [-1.74, 1.78, 4.15], [0.20, 0.37, 4.97], [0.61, -1.02, 3.12], [-1.03, 0.60, 2.18], [-1.84, 1.34, 2.88], [-3.35, 1.75, 1.79], [-2.46, 2.46, 0.36], [-1.55, 1.85, -0.40], [-1.36, 2.64, -1.51], [-2.16, 3.74, -1.40], [-2.84, 3.61, -0.23], [-3.85, 4.55, 0.25], [-3.51, 0.09, 1.08], [-2.57, -0.56, 0.39], [-3.12, -1.76, 0.02], [-4.40, -1.82, 0.48], [-4.64, -0.65, 1.14], [-5.89, -0.33, 1.82], [-3.11, 2.24, 5.68], [-3.71, 2.55, 4.07], [-2.52, 3.65, 4.78], [1.28, 0.46, 5.07], [1.65, -1.04, 3.44], [-0.66, 2.37, -2.29], [-2.29, 4.58, -2.05], [-3.70, 5.50, -0.25], [-3.75, 4.70, 1.32], [-4.85, 4.19, 0.02], [-2.56, -2.49, -0.52], [-5.14, -2.60, 0.40], [-6.72, -0.69, 1.23], [-5.98, 0.75, 1.93], [-5.91, -0.80, 2.80], [-0.79, 2.14, 6.47], [-0.49, 1.72, 5.03], [0.58, 2.67, 4.45], [1.28, 2.54, 3.32], [0.99, 1.58, 2.24], [0.86, 1.90, 1.01], [1.22, 3.07, 0.32], [0.90, 4.34, 0.75], [1.27, 5.44, -0.01], [1.97, 5.27, -1.20], [2.42, 6.45, -2.01], [2.26, 3.98, -1.63], [1.87, 2.86, -0.90], [2.15, 1.42, -1.36], [1.16, 0.49, -1.04], [2.26, 1.35, -2.92], [2.23, 0.09, -3.36], [3.37, 1.91, -3.39], [1.21, 1.98, -3.47], [3.49, 0.93, -0.74], [4.46, 1.83, -0.91], [3.33, 0.74, 0.58], [3.88, -0.23, -1.26], [0.35, 0.22, 2.28], [-0.28, -0.65, 4.29], [0.30, -2.23, 2.18], [-0.08, -1.82, 0.91], [1.62, -3.02, 2.01], [2.55, -2.20, 1.49], [2.08, -3.47, 3.18], [1.49, -4.06, 1.18], [-0.82, -3.12, 2.73], [-0.57, -3.54, 3.97], [-1.98, -2.42, 2.77], [-1.05, -4.19, 1.96], [-1.13, 3.17, 6.56], [0.15, 2.05, 7.02], [-1.50, 1.46, 6.94], [0.83, 3.51, 5.09], [2.02, 3.29, 3.09], [0.36, 4.47, 1.68], [1.03, 6.44, 0.33], [2.02, 7.38, -1.62], [2.10, 6.36, -3.05], [3.51, 6.52, -2.01], [2.80, 3.87, -2.56], [-1.35, -0.77, 4.15], [-0.27, -1.99, -4.01], [-0.10, -2.31, -2.26], [-0.93, -3.85, -1.90], [1.62, -2.61, -1.89], [-0.73, -1.14, -1.49], [0.12, -2.83, -4.59], [0.29, -1.09, -4.26], [-1.32, -1.84, -4.24], [-0.44, -4.66, -2.45], [-1.98, -3.82, -2.22], [-0.87, -4.07, -0.83], [1.96, -3.44, -2.52], [1.73, -2.90, -0.85], [2.23, -1.74, -2.09]]
}


{
  "formula": "C35H36F4NO2",
  "method": "the ωB97M-V functional and the def2-TZVPD basis",
  "charge": 1,
  "homo_lumo_gap_ev": 6.79,
  "elements": ["C", "C", "C", "C", "C", "O", "C", "O", "C", "C", "C", "N", "C", "C", "H", "H", "H", "H", "H", "H", "H", "H", "H", "H", "H", "H", "H", "H", "H", "H", "F", "C", "C", "C", "C", "C", "C", "H", "H", "H", "H", "H", "F", "C", "C", "C", "C", "C", "C", "H", "H", "H", "H", "H", "F", "C", "C", "C", "C", "C", "C", "H", "H", "H", "H", "H", "F", "C", "C", "C", "C", "C", "C", "H", "H", "H", "H", "H"],
  "xyz": [[-0.32, -1.24, 3.16], [-0.94, -2.12, 2.06], [-2.45, -1.93, 1.87], [-2.80, -0.87, 0.83], [-2.71, -1.37, -0.59], [-1.84, 0.23, 0.97], [-2.20, 1.39, 0.47], [-3.28, 1.82, 0.35], [-1.00, 2.20, 0.10], [-0.72, 2.49, -1.24], [0.40, 3.27, -1.54], [1.19, 3.72, -0.54], [0.95, 3.45, 0.77], [-0.16, 2.67, 1.11], [0.22, -1.82, 3.90], [0.37, -0.52, 2.73], [-1.08, -0.65, 3.65], [-0.78, -3.16, 2.31], [-0.45, -1.94, 1.12], [-2.91, -1.65, 2.81], [-2.87, -2.87, 1.52], [-3.81, -0.51, 1.02], [-3.11, -0.66, -1.29], [-3.29, -2.29, -0.65], [-1.68, -1.61, -0.84], [-1.37, 2.13, -2.02], [0.67, 3.51, -2.55], [2.00, 4.27, -0.77], [1.64, 3.83, 1.49], [-0.36, 2.44, 2.15], [-0.28, 2.90, 4.41], [-1.56, 3.15, 4.79], [-2.54, 2.27, 4.38], [-3.85, 2.52, 4.76], [-4.16, 3.63, 5.53], [-3.15, 4.50, 5.92], [-1.83, 4.26, 5.55], [-2.28, 1.40, 3.78], [-4.64, 1.84, 4.45], [-5.18, 3.83, 5.82], [-3.38, 5.37, 6.52], [-1.03, 4.92, 5.85], [0.00, -4.00, -0.19], [1.34, -3.98, -0.38], [1.82, -3.89, -1.67], [3.19, -3.89, -1.87], [4.06, -3.98, -0.78], [3.54, -4.07, 0.51], [2.17, -4.07, 0.72], [1.13, -3.83, -2.50], [3.60, -3.82, -2.87], [5.12, -3.98, -0.94], [4.21, -4.14, 1.35], [1.75, -4.14, 1.71], [6.82, -0.26, -1.81], [6.25, 0.93, -1.58], [7.04, 2.06, -1.58], [6.45, 3.29, -1.35], [5.08, 3.37, -1.13], [4.31, 2.22, -1.13], [4.89, 0.98, -1.36], [8.10, 1.97, -1.76], [7.05, 4.19, -1.36], [4.63, 4.34, -0.95], [3.24, 2.27, -0.95], [4.30, 0.07, -1.37], [-0.59, -1.86, -3.69], [-1.70, -2.21, -4.39], [-1.67, -3.35, -5.16], [-2.82, -3.69, -5.87], [-3.95, -2.89, -5.80], [-3.95, -1.75, -5.01], [-2.81, -1.40, -4.30], [-0.78, -3.95, -5.21], [-2.82, -4.58, -6.48], [-4.84, -3.16, -6.35], [-4.83, -1.12, -4.95], [-2.78, -0.52, -3.68]]
}


{
  "formula": "C35H36MnN8O3Si",
  "method": "the ωB97M-V functional and the def2-TZVPD basis",
  "multiplicity": 6,
  "homo_lumo_gap_ev": [6.27, 6.30],
  "elements": ["Mn", "C", "N", "C", "C", "N", "C", "C", "C", "C", "C", "C", "N", "C", "N", "C", "C", "C", "C", "C", "C", "N", "H", "H", "H", "H", "H", "H", "H", "H", "H", "H", "H", "H", "H", "H", "H", "C", "O", "C", "C", "C", "C", "C", "C", "N", "N", "C", "C", "C", "C", "O", "C", "N", "C", "C", "C", "C", "H", "H", "H", "H", "H", "H", "H", "H", "H", "H", "H", "H", "C", "Si", "C", "C", "O", "H", "H", "H", "H", "H", "H", "H", "H", "H"],
  "xyz": [[-0.35, -0.27, -0.07], [2.48, 0.48, 1.22], [2.10, -0.09, -0.06], [2.51, 0.47, -1.33], [1.39, 0.28, -2.32], [0.16, -0.06, -1.97], [-0.55, -0.21, -3.13], [-1.87, -0.60, -3.30], [-2.33, -0.69, -4.60], [-1.51, -0.40, -5.68], [-0.19, -0.01, -5.53], [0.29, 0.06, -4.23], [1.52, 0.36, -3.68], [1.35, 0.28, 2.20], [0.12, -0.03, 1.84], [-0.60, -0.19, 3.00], [-1.93, -0.56, 3.18], [-2.38, -0.68, 4.48], [-1.54, -0.43, 5.57], [-0.22, -0.05, 5.41], [0.24, 0.05, 4.10], [1.47, 0.34, 3.56], [2.67, 1.56, 1.10], [3.39, 0.02, 1.64], [2.17, -1.10, -0.05], [3.43, 0.00, -1.73], [2.72, 1.54, -1.21], [-2.48, -0.80, -2.43], [-3.35, -0.99, -4.78], [-1.91, -0.47, -6.68], [0.44, 0.21, -6.38], [2.35, 0.64, -4.17], [-2.55, -0.73, 2.31], [-3.40, -0.97, 4.66], [-1.95, -0.52, 6.56], [0.41, 0.15, 6.26], [2.31, 0.58, 4.06], [-5.06, 12.17, 2.07], [-6.11, 11.25, 1.88], [-5.78, 9.94, 1.67], [-4.48, 9.45, 1.69], [-4.22, 8.13, 1.40], [-5.27, 7.24, 1.05], [-6.59, 7.73, 1.10], [-6.83, 9.05, 1.41], [-5.05, 5.97, 0.65], [-3.85, 5.51, 0.59], [-3.52, 4.24, 0.35], [-4.43, 3.17, 0.29], [-4.01, 1.88, 0.11], [-2.64, 1.54, 0.03], [-2.23, 0.32, -0.08], [-1.69, 2.60, 0.06], [-0.38, 2.27, -0.06], [0.51, 3.24, -0.08], [0.19, 4.59, 0.04], [-1.14, 4.94, 0.19], [-2.12, 3.96, 0.20], [-5.53, 13.15, 2.14], [-4.37, 12.16, 1.23], [-4.52, 11.96, 2.99], [-3.64, 10.09, 1.92], [-3.22, 7.74, 1.41], [-7.40, 7.06, 0.89], [-7.84, 9.44, 1.44], [-5.48, 3.41, 0.36], [-4.73, 1.08, 0.04], [1.54, 2.94, -0.19], [0.97, 5.33, 0.02], [-1.43, 5.98, 0.28], [0.33, -5.00, -0.57], [0.99, -3.52, 0.43], [0.75, -3.87, 2.30], [2.90, -3.46, 0.15], [0.31, -2.17, -0.01], [0.85, -5.92, -0.32], [0.44, -4.84, -1.64], [-0.73, -5.15, -0.37], [1.25, -4.78, 2.60], [-0.30, -3.96, 2.53], [1.14, -3.06, 2.92], [3.31, -4.46, 0.22], [3.42, -2.85, 0.89], [3.16, -3.09, -0.84]]
}


{
  "formula": "C35H36N2O4S2",
  "method": "the ωB97M-V functional and the def2-TZVPD basis",
  "homo_lumo_gap_ev": 7.53,
  "elements": ["C", "C", "C", "C", "C", "C", "N", "C", "N", "C", "C", "C", "C", "C", "C", "C", "C", "C", "C", "C", "C", "C", "C", "H", "H", "H", "H", "H", "H", "H", "H", "H", "H", "H", "H", "H", "H", "H", "H", "H", "H", "H", "H", "H", "H", "H", "H", "H", "H", "C", "C", "C", "C", "C", "C", "S", "O", "O", "C", "C", "C", "C", "C", "C", "C", "C", "S", "O", "O", "H", "H", "H", "H", "H", "H", "H", "H", "H", "H"],
  "xyz": [[-6.69, 0.20, 2.32], [-5.30, 0.43, 1.86], [-4.74, 1.69, 1.97], [-3.45, 1.94, 1.54], [-2.87, 3.29, 1.69], [-2.71, 0.90, 0.98], [-1.35, 1.16, 0.58], [-0.24, 1.10, 1.32], [0.88, 1.38, 0.66], [2.22, 1.00, 1.05], [2.54, -0.35, 1.13], [1.52, -1.38, 0.80], [3.80, -0.73, 1.53], [4.76, 0.22, 1.85], [6.12, -0.22, 2.25], [4.43, 1.57, 1.76], [3.17, 1.98, 1.37], [2.82, 3.42, 1.32], [0.55, 1.68, -0.77], [-1.00, 1.57, -0.81], [-3.25, -0.38, 0.87], [-2.45, -1.50, 0.32], [-4.54, -0.60, 1.31], [-6.99, -0.84, 2.17], [-6.79, 0.43, 3.38], [-7.39, 0.83, 1.77], [-5.32, 2.49, 2.41], [-1.84, 3.31, 1.32], [-3.44, 4.03, 1.12], [-2.86, 3.60, 2.73], [1.94, -2.39, 0.85], [0.68, -1.33, 1.50], [1.12, -1.23, -0.21], [4.05, -1.77, 1.60], [6.76, 0.64, 2.48], [6.08, -0.86, 3.13], [6.59, -0.78, 1.44], [5.18, 2.31, 2.01], [3.65, 4.05, 1.63], [2.54, 3.71, 0.31], [1.98, 3.64, 1.98], [0.91, 2.67, -1.04], [1.04, 0.95, -1.42], [-1.35, 0.81, -1.52], [-1.48, 2.52, -1.05], [-3.03, -2.43, 0.29], [-2.12, -1.29, -0.70], [-1.57, -1.69, 0.93], [-4.97, -1.58, 1.24], [-2.42, -1.65, 11.31], [-1.24, -1.95, 10.66], [-1.21, -1.94, 9.28], [-2.33, -1.62, 8.56], [-3.51, -1.33, 9.20], [-3.55, -1.35, 10.59], [-2.17, -1.58, 6.77], [-2.87, -2.77, 6.16], [-2.43, -0.17, 6.30], [-0.40, -1.85, 6.78], [0.33, -1.67, 5.69], [1.80, -1.83, 5.63], [2.41, -3.03, 6.00], [3.78, -3.14, 6.03], [4.57, -2.06, 5.69], [3.98, -0.87, 5.31], [2.61, -0.76, 5.27], [0.28, -2.32, 8.36], [1.38, -1.37, 8.76], [0.53, -3.81, 8.34], [-2.45, -1.65, 12.39], [-0.34, -2.19, 11.21], [-4.39, -1.10, 8.63], [-4.48, -1.13, 11.10], [-0.18, -1.36, 4.79], [1.79, -3.86, 6.30], [4.24, -4.06, 6.33], [5.64, -2.13, 5.74], [4.59, -0.02, 5.06], [2.14, 0.17, 4.99]]
}


{
  "formula": "C35H36N2O5",
  "method": "the ωB97M-V functional and the def2-TZVPD basis",
  "homo_lumo_gap_ev": 4.18,
  "elements": ["C", "O", "C", "C", "C", "C", "C", "C", "C", "O", "O", "C", "C", "C", "O", "C", "O", "C", "C", "H", "H", "H", "H", "H", "H", "H", "H", "H", "H", "H", "H", "H", "H", "H", "C", "C", "N", "C", "C", "C", "C", "C", "C", "C", "C", "C", "C", "C", "C", "N", "C", "C", "C", "C", "C", "C", "C", "H", "H", "H", "H", "H", "H", "H", "H", "H", "H", "H", "H", "H", "H", "H", "H", "H", "H", "H", "H", "H"],
  "xyz": [[-4.62, 0.82, 6.33], [-4.42, -0.47, 5.68], [-3.70, -0.50, 4.52], [-3.51, -1.77, 3.93], [-2.78, -1.88, 2.76], [-2.23, -0.75, 2.15], [-1.42, -0.87, 0.86], [-2.23, -0.74, -0.35], [-2.60, 0.54, -0.83], [-2.07, 1.59, -0.47], [-3.60, 0.59, -1.77], [-4.48, -0.55, -1.90], [-5.47, -0.60, -0.75], [-5.20, -0.43, -3.25], [-3.70, -1.76, -1.96], [-2.79, -1.94, -0.93], [-2.51, -3.06, -0.56], [-2.46, 0.51, 2.71], [-3.17, 0.66, 3.89], [-5.18, 0.60, 7.23], [-3.65, 1.27, 6.59], [-5.19, 1.49, 5.68], [-3.94, -2.64, 4.42], [-2.64, -2.85, 2.29], [-0.68, -0.07, 0.82], [-0.96, -1.86, 0.82], [-4.96, -0.68, 0.22], [-6.07, 0.32, -0.77], [-6.13, -1.46, -0.89], [-4.47, -0.40, -4.07], [-5.86, -1.29, -3.39], [-5.80, 0.49, -3.27], [-2.07, 1.39, 2.19], [-3.33, 1.65, 4.32], [-0.12, 1.74, -3.43], [1.21, 1.14, -3.28], [1.99, 0.83, -4.34], [1.62, 1.05, -5.73], [3.22, 0.32, -3.91], [3.22, 0.34, -2.49], [4.41, 0.00, -1.86], [5.48, -0.51, -2.61], [5.42, -0.58, -4.01], [4.28, -0.13, -4.69], [1.89, 0.80, -2.07], [1.37, 0.96, -0.79], [2.04, 0.60, 0.41], [2.29, 1.44, 1.52], [1.89, 2.84, 1.73], [3.04, 0.76, 2.43], [3.53, 1.32, 3.68], [3.30, -0.53, 1.97], [2.66, -0.67, 0.71], [2.77, -1.87, 0.02], [3.55, -2.90, 0.58], [4.21, -2.73, 1.81], [4.09, -1.53, 2.53], [-0.57, 1.92, -2.46], [-0.07, 2.70, -3.97], [-0.80, 1.07, -3.98], [2.44, 0.72, -6.38], [0.72, 0.47, -5.98], [1.42, 2.11, -5.92], [4.49, 0.12, -0.78], [6.38, -0.86, -2.10], [6.27, -0.97, -4.57], [4.22, -0.13, -5.78], [0.43, 1.52, -0.69], [1.30, 3.17, 0.86], [1.27, 2.95, 2.62], [2.75, 3.51, 1.82], [4.12, 0.56, 4.21], [4.17, 2.19, 3.50], [2.70, 1.62, 4.33], [2.26, -1.99, -0.93], [3.64, -3.84, 0.05], [4.82, -3.53, 2.21], [4.59, -1.37, 3.49]]
}


{
  "formula": "C35H37BF3NO3",
  "method": "the ωB97M-V functional and the def2-TZVPD basis",
  "homo_lumo_gap_ev": 2.88,
  "elements": ["C", "C", "C", "C", "C", "B", "C", "C", "C", "C", "C", "F", "F", "F", "C", "C", "O", "C", "C", "C", "C", "C", "C", "O", "O", "H", "H", "H", "H", "H", "H", "H", "H", "H", "H", "H", "H", "H", "H", "H", "H", "H", "H", "H", "H", "H", "C", "N", "C", "C", "C", "C", "C", "C", "C", "C", "C", "C", "C", "C", "C", "C", "C", "C", "H", "H", "H", "H", "H", "H", "H", "H", "H", "H", "H", "H", "H", "H", "H", "H"],
  "xyz": [[1.57, -4.44, 3.25], [0.60, -3.49, 2.61], [0.75, -2.06, 2.95], [0.17, -1.08, 2.23], [-0.54, -1.40, 0.92], [3.36, 1.34, -0.68], [0.44, -1.05, -0.22], [0.31, 0.10, -1.01], [0.41, -0.09, -2.40], [0.85, -1.35, -2.82], [0.40, -1.90, -4.14], [1.13, -1.53, -5.23], [0.39, -3.28, -4.11], [-0.91, -1.53, -4.39], [1.64, -2.12, -1.96], [1.47, -1.91, -0.59], [2.86, 2.37, -0.03], [4.06, 3.12, 0.32], [4.09, 4.34, -0.59], [3.86, 3.57, 1.75], [5.25, 2.10, 0.05], [6.46, 2.66, -0.64], [5.71, 1.32, 1.28], [4.65, 1.12, -0.85], [-0.27, -3.93, 1.82], [1.27, -4.66, 4.28], [1.55, -5.36, 2.68], [2.59, -4.05, 3.29], [1.41, -1.84, 3.80], [0.30, -0.03, 2.48], [0.09, 1.08, -0.57], [0.10, 0.68, -3.10], [2.31, -2.88, -2.33], [2.03, -2.46, 0.15], [4.93, 4.99, -0.32], [4.16, 4.09, -1.65], [3.16, 4.93, -0.43], [4.68, 4.22, 2.06], [2.92, 4.14, 1.80], [3.79, 2.71, 2.44], [6.96, 3.38, 0.03], [7.17, 1.85, -0.83], [6.23, 3.16, -1.58], [6.30, 1.97, 1.94], [4.87, 0.90, 1.86], [6.35, 0.50, 0.95], [-3.04, -3.97, -3.18], [-3.10, -2.94, -2.16], [-2.17, -2.69, -1.20], [-2.59, -1.61, -0.40], [-1.83, -0.93, 0.58], [-2.34, 0.31, 1.16], [-2.43, 1.48, 0.37], [-2.82, 2.67, 0.96], [-3.24, 2.71, 2.29], [-3.78, 3.98, 2.84], [-3.18, 1.54, 3.07], [-2.68, 0.36, 2.52], [-3.93, -1.26, -0.87], [-4.90, -0.36, -0.44], [-6.06, -0.21, -1.22], [-6.27, -0.99, -2.36], [-5.34, -1.97, -2.75], [-4.18, -2.07, -1.99], [-3.65, -3.66, -4.04], [-2.00, -4.10, -3.50], [-3.41, -4.94, -2.82], [-1.27, -3.29, -1.09], [-0.67, -2.52, 0.94], [-2.15, 1.43, -0.69], [-2.81, 3.59, 0.36], [-3.98, 3.89, 3.90], [-3.08, 4.80, 2.68], [-4.72, 4.25, 2.33], [-3.50, 1.56, 4.11], [-2.55, -0.54, 3.12], [-4.73, 0.18, 0.48], [-6.80, 0.54, -0.90], [-7.18, -0.83, -2.95], [-5.49, -2.62, -3.60]]
}


| no. | maximum force (hartree/bohr) |
| --- | --- |
| 1 | 0.006 |
| 2 | 0.038 |
| 3 | 0.093 |
| 4 | 0.076 |
| 5 | 0.047 |
| 6 | 0.088 |